ORCA calculation (the ωB97M-V functional and the def2-TZVPD basis) on an isolated molecule of C8H8N4S.

Bonds (Å) are listed after each position.
Cartesian coordinates (Å):
1 C 4.51319 -0.51550 -0.82781  C2 1.481, H14 1.089, H15 1.095, H16 1.066
2 C 3.17641 -0.15167 -0.30320  C1 1.481, C3 1.401, C13 1.373
3 C 2.58239 -0.84727 0.75805  C2 1.401, C4 1.381, H17 1.095
4 C 1.37006 -0.46256 1.29638  C3 1.381, C5 1.392, H18 1.090
5 C 0.65541 0.57744 0.70843  C4 1.392, N6 1.471, C12 1.377
6 N -0.71732 0.95086 1.08186  C5 1.471, C7 1.403, H19 1.040
7 C -1.76439 0.41409 0.31822  N6 1.403, N8 1.343, S11 1.719
8 N -2.85107 1.14368 0.01591  C7 1.343, N9 1.358
9 N -3.73399 0.35071 -0.64384  N8 1.358, N10 1.239
10 N -3.47385 -0.84290 -0.84993  N9 1.239, S11 1.713
11 S -1.99033 -1.23958 -0.09178  C7 1.719, N10 1.713
12 C 1.27621 1.34610 -0.25080  C5 1.377, C13 1.428, H20 1.105
13 C 2.50776 0.92255 -0.83532  C2 1.373, C12 1.428, H21 1.078
14 H 4.55423 -0.29582 -1.89326  C1 1.089
15 H 5.33216 -0.01913 -0.29747  C1 1.095
16 H 4.72052 -1.54076 -0.61987  C1 1.066
17 H 3.12251 -1.72450 1.12790  C3 1.095
18 H 1.01860 -0.99304 2.18154  C4 1.090
19 H -0.93623 1.96403 1.00275  N6 1.040
20 H 0.66205 2.13372 -0.72379  C12 1.105
21 H 2.90275 1.39330 -1.72101  C13 1.078

HOMO-LUMO gap: 9.91 eV
M: 192.2 g mol⁻¹
Net charge: 0
LUMO energy: 0.53 eV
Total energy: -25219.7510 eV
2S+1: 1